An isolated ion of composition C4H4NO2S and charge -1. Source: the OMol25 dataset; level of theory: wB97M-V/def2-TZVPD.

Calculated values
Energy relative to the best compared isomer or geometry (same formula, charge and spin) (kcal/mol): 9.5
Total charge: -1
Electronic energy (Eh): -758.27526
Frontier orbital gap (eV): 8.448
SMILES string: C[C@](S)(C#N)C(=O)[O-]

Bonds (Å) are listed after each position.
Cartesian coordinates (Å):
1 C 0.6703 0.1945 0.3568  C2 1.564, H9 1.059, H10 1.099, H11 1.152
2 C -0.8388 0.3681 -0.0148  C1 1.564, S3 2.248, C4 1.440, C6 1.596
3 S -1.3766 -0.7241 -1.9040  C2 2.248, H12 1.383
4 C -1.3722 1.6757 -0.2949  C2 1.440, N5 1.160
5 N -1.9110 2.6653 -0.5696  C4 1.160
6 C -1.7215 -0.1047 1.2284  C2 1.596, O7 1.184, O8 1.250
7 O -2.6675 -0.7690 0.9727  C6 1.184
8 O -1.1768 0.2890 2.2820  C6 1.250
9 H 1.0174 -0.8060 0.3710  C1 1.059
10 H 1.3354 0.8178 -0.2568  C1 1.099
11 H 0.6828 0.6630 1.4090  C1 1.152
12 H -2.4059 -1.0084 -1.0254  S3 1.383